(1)
Computed, not measured: a molecular structure, C4H7NOS2 at a distorted geometry, with ωB97M-V/def2-TZVPD.

```
15
Properties=species:S:1:pos:R:3
C 0.9272 -0.5042 -0.8009
C 0.2599 0.3106 0.2727
C -0.7157 1.4208 -0.3736
C -1.0441 -0.2231 0.7689
H 0.8549 -2.6043 0.0658
H 0.2711 -0.9655 -1.5351
H 1.5892 0.2441 -1.1981
H 1.6145 0.0050 1.5245
H -0.4601 1.5668 -1.4613
H -0.5936 2.3010 0.2232
H -2.8875 0.4553 -0.2238
N -1.8103 0.5515 0.0037
O 1.2415 0.7742 1.0702
S 2.0595 -1.7929 -0.1045
S -1.3064 -1.5392 1.7686
```

ΔE to the lowest compared entry with this formula, charge and spin in kcal per mole: 44.8
E_HOMO in eV: -8.4
Gap between HOMO and LUMO in eV: 8.91
Total energy in Ha: -1082.923457

Atomic partial charges in e from the Löwdin method, atoms 1 to 4: -0.48 -0.64 -0.06 -0.81

(2)
Computed, not measured: 6 unconnected molecules or ions with the total composition C31H93N16O7P5 at a distorted geometry, with ωB97M-V/def2-TZVPD.

```
152
Properties=species:S:1:pos:R:3
O -4.8563 5.1138 0.1709
P -3.5545 4.5857 0.6097
N -3.6152 3.3230 1.6883
C -2.5039 2.9646 2.5862
C -4.6256 2.3134 1.5063
N -2.6030 5.7051 1.4311
C -3.2423 6.4649 2.4213
C -1.0910 5.9382 1.1405
N -2.4536 3.9446 -0.6478
C -2.5771 4.7649 -1.9639
C -1.3420 2.9736 -0.5853
H -1.5715 3.3967 2.2227
H -2.3681 1.8838 2.5458
H -2.5395 3.3665 3.5988
H -4.2567 1.5111 0.8674
H -5.4631 2.6703 0.9069
H -4.8777 1.7432 2.4004
H -2.7704 6.2790 3.3861
H -3.1097 7.5411 2.3107
H -4.3261 6.3707 2.3522
H -0.5012 5.6309 2.0040
H -0.6932 5.3368 0.3231
H -0.7671 6.9789 1.1498
H -3.5001 5.3420 -2.0188
H -1.6077 5.2610 -2.0120
H -2.4459 4.1223 -2.8345
H -0.6045 2.9946 -1.3876
H -1.7307 1.9562 -0.5427
H -0.6843 3.0995 0.2748
O 0.1238 -0.4197 -3.2561
P -0.4970 -0.0663 -4.5944
N -0.6233 1.6273 -4.8274
C -1.5354 2.3193 -5.6234
C 0.4210 2.5136 -4.3472
N -2.1687 -0.5897 -4.5538
C -2.3589 -2.0250 -4.7090
C -3.0905 0.1484 -3.5903
N 0.1798 -0.5474 -6.0959
C 1.4804 -1.2615 -6.0812
C -0.3247 -0.2900 -7.4052
H -1.8880 3.0764 -4.9230
H -2.1772 1.6493 -6.1955
H -1.0100 2.9855 -6.3077
H -0.0177 3.2383 -3.6613
H 0.8903 3.0082 -5.1976
H 1.1105 1.8890 -3.7793
H -3.3066 -2.5581 -4.7857
H -1.7269 -2.3419 -5.5386
H -1.9733 -2.4331 -3.7747
H -3.2770 1.1634 -3.9412
H -4.1352 -0.1563 -3.5290
H -2.7142 0.1188 -2.5678
H 1.5326 -1.6944 -7.0802
H 2.3567 -0.6166 -6.0156
H 1.5106 -2.0253 -5.3042
H 0.1275 0.6200 -7.7995
H -1.4126 -0.3255 -7.3467
H -0.2465 -0.9890 -8.2380
O -6.4174 -3.5286 2.5254
P -4.9479 -3.7493 2.5527
N -4.4433 -5.4158 2.3432
C -4.2138 -6.3731 3.4140
C -4.8742 -6.0503 1.1127
N -4.2592 -3.4457 4.0698
C -5.1012 -3.5897 5.3056
C -2.9295 -2.8726 4.3361
N -3.9564 -2.8981 1.4587
C -4.1907 -1.3872 1.5721
C -2.6553 -3.3637 0.9317
H -3.8238 -7.3245 3.0523
H -5.1635 -6.4466 3.9440
H -3.4370 -5.9569 4.0553
H -4.5455 -5.5449 0.2046
H -5.9535 -5.9062 1.0625
H -4.6817 -7.1231 1.1210
H -5.9800 -4.1458 4.9792
H -4.5216 -3.9450 6.1576
H -5.6154 -2.7073 5.6866
H -2.1424 -3.1914 3.6527
H -3.1535 -1.8233 4.5284
H -2.5197 -3.2388 5.2774
H -4.9888 -1.0070 0.9345
H -4.1781 -1.1263 2.6303
H -3.2841 -0.8356 1.3231
H -1.8810 -2.9088 1.5496
H -2.7138 -3.0603 -0.1136
H -2.5949 -4.4501 0.9951
O 2.3102 -2.5056 3.1379
P 2.0603 -2.0867 4.6078
N 3.4868 -1.9241 5.5089
C 4.4422 -2.9368 5.2351
C 3.4185 -1.3646 6.8414
N 1.1857 -3.3199 5.4434
C 0.6492 -3.2047 6.8090
C 0.9817 -4.6306 4.8677
N 1.1654 -0.6705 4.7102
C -0.3311 -0.6263 4.4757
C 1.9069 0.5595 4.1170
H 5.4464 -2.5942 5.4846
H 4.6255 -3.1295 4.1780
H 4.0823 -3.7975 5.7989
H 2.4930 -0.7892 6.8587
H 4.3076 -0.7654 7.0381
H 3.2935 -2.1971 7.5339
H 0.5483 -2.1815 7.1708
H -0.3335 -3.6447 6.9786
H 1.3738 -3.5044 7.5662
H 0.2016 -4.7492 4.1158
H 1.9577 -4.9971 4.5494
H 0.4577 -5.3130 5.5369
H -0.6333 0.4186 4.4063
H -0.6313 -0.8986 3.4639
H -0.9182 -1.0967 5.2644
H 2.8634 0.3344 3.6451
H 2.1491 1.0468 5.0614
H 1.1262 1.1230 3.6059
O 6.6428 2.8581 -2.2765
P 5.9910 1.9534 -3.2668
N 7.0144 0.7681 -3.9763
C 7.9782 0.1914 -3.0961
C 6.6580 -0.0227 -5.2303
N 5.4661 2.9593 -4.5623
C 6.3394 3.5860 -5.5072
C 4.0570 3.5492 -4.6129
N 4.5797 1.1934 -2.7063
C 3.8983 0.0398 -3.2173
C 3.7940 1.9643 -1.7593
H 8.0391 0.6652 -2.1164
H 8.9531 -0.0350 -3.5277
H 7.5963 -0.7826 -2.7901
H 6.8011 -1.0873 -5.0453
H 7.1551 0.3975 -6.1047
H 5.5897 0.0187 -5.4429
H 5.6478 4.0929 -6.1802
H 7.0259 4.2298 -4.9575
H 7.0235 2.7971 -5.8199
H 4.0751 4.4866 -4.0570
H 3.6319 3.8472 -5.5713
H 3.4108 2.9190 -4.0018
H 3.9900 -0.0487 -4.2998
H 4.3891 -0.8093 -2.7416
H 2.8463 0.1467 -2.9528
H 4.1519 2.9862 -1.8842
H 3.9435 1.7112 -0.7097
H 2.7210 1.9801 -1.9507
C 1.4861 -0.9180 0.1680
N 0.5016 0.0940 0.6887
O 0.8164 1.2341 0.8611
O -0.6516 -0.3415 0.8062
H 2.4374 -0.4001 0.0458
H 1.0221 -1.3441 -0.7215
H 1.4921 -1.6124 1.0082
```

2S+1: 2
ΔE to the lowest compared entry with this formula, charge and spin in kcal per mole: 82.0
⟨S²⟩: 0.76
Net charge: +1
E_HOMO (alpha / beta) in eV: -9.7 / -9.7
Gap between HOMO and LUMO (alpha / beta) in eV: 7.13 / 2.31
Total energy in Ha: -4346.083729

Atomic partial charges in e from the Löwdin method, atoms 1 to 4: -0.27 0.56 -0.30 -0.08

(3)
Computed, not measured: a molecular structure, C26H32CoF5N4O4Si at a distorted geometry, with ωB97M-V/def2-TZVPD.

```
73
Properties=species:S:1:pos:R:3
Co -0.1814 -0.0579 0.6375
C -3.0714 -2.0891 0.9305
Si -2.0862 -2.4027 -0.6542
C -1.7062 -4.2781 -0.5193
C -3.4492 -2.1031 -1.9728
N -0.6428 -1.5145 -1.0445
C -0.0758 -1.7478 -2.2741
C -0.6428 -2.7078 -3.1587
C -0.1989 -2.9442 -4.4437
C 0.8936 -2.2702 -4.9475
C 1.5441 -1.3828 -4.1065
C 1.0905 -1.1223 -2.8229
O 1.8640 -0.3220 -2.0164
C 2.6948 0.5632 -2.6306
C 4.0414 0.5384 -2.2831
C 4.9166 1.4664 -2.8237
C 4.4596 2.4178 -3.7223
C 3.1141 2.4388 -4.0719
C 2.2324 1.5177 -3.5354
H -4.0860 -2.4679 0.7910
H -3.1303 -1.0300 1.1683
H -2.6381 -2.6077 1.7831
H -2.5209 -4.7843 0.0025
H -0.7957 -4.4249 0.0638
H -1.5684 -4.7754 -1.4789
H -4.2065 -2.8889 -1.9190
H -3.0831 -2.0594 -2.9962
H -3.9366 -1.1505 -1.7602
H -1.4804 -3.2857 -2.8069
H -0.7156 -3.6749 -5.0560
H 1.2589 -2.4478 -5.9502
H 2.4401 -0.8816 -4.4501
H 4.3756 -0.2115 -1.5789
H 5.9650 1.4346 -2.5527
H 5.1461 3.1383 -4.1503
H 2.7487 3.1826 -4.7696
H 1.1801 1.5351 -3.7865
F 0.6836 -2.2834 2.0268
C -0.3629 -1.4323 1.9131
F -1.8519 0.4916 0.6861
C -0.9765 -1.3449 3.2640
F -0.1163 -1.0396 4.2909
F -1.9838 -0.4744 3.3653
F -1.4909 -2.5511 3.6649
C 1.4106 5.3679 -0.4094
N 1.5068 3.9995 0.0521
C 2.5383 3.5962 0.8291
C 2.6771 2.3128 1.2137
C 1.6681 1.3936 0.7785
O 1.6704 0.1541 1.0548
N 0.6212 1.8198 0.0523
C 0.4633 3.0966 -0.3354
O -0.4573 3.5458 -0.9956
H 2.4037 5.7702 -0.6075
H 0.8997 5.9954 0.3263
H 0.8137 5.3618 -1.3179
H 3.2485 4.3614 1.1181
H 3.4819 1.9742 1.8459
C 1.4128 1.5050 5.0633
N 0.2083 2.2676 4.7865
C -0.2136 3.2038 5.8049
C -0.4142 2.1175 3.5857
C -1.6540 2.9285 3.3143
O 0.0390 1.3693 2.7341
H 2.2498 2.1770 5.2727
H 1.6383 0.8993 4.1907
H 1.2560 0.8399 5.9148
H 0.3030 2.9576 6.7304
H -1.2849 3.1398 5.9943
H 0.0345 4.2352 5.5326
H -2.3441 2.9278 4.1554
H -2.1332 2.4833 2.4443
H -1.3809 3.9584 3.0759
```

2S+1: 4
⟨S²⟩: 3.83
Net charge: -1
E_HOMO (alpha / beta) in eV: -3.7 / -3.6
Gap between HOMO and LUMO (alpha / beta) in eV: 5.96 / 5.91
Total energy in Ha: -3701.601344

Atomic partial charges in e from the Löwdin method, atoms 1 to 4: 0.76 -0.19 0.44 -0.17

(4)
Computed, not measured: a molecular structure, C15H30BrMnNOP2 at a distorted geometry, with ωB97M-V/def2-TZVPD.

```
51
Properties=species:S:1:pos:R:3
Mn -0.0741 -0.0878 0.0586
P -1.6637 1.2002 -1.3639
P 1.2941 -1.3824 1.9560
N 1.2847 -0.0944 -1.0007
H 0.0881 1.2381 1.2127
C -1.7687 3.0258 -1.3219
H -2.4300 3.3999 -2.1137
H -0.7719 3.4542 -1.4690
H -2.1464 3.3769 -0.3571
C -3.4115 0.6713 -1.3778
H -4.0134 1.2350 -2.0986
H -3.8410 0.7717 -0.3780
H -3.4486 -0.3942 -1.6222
C -1.1475 0.8704 -3.0870
H -1.8274 1.3404 -3.8082
H -1.1315 -0.2129 -3.2528
H -0.1304 1.2460 -3.2392
C 2.3115 -0.5421 3.2291
H 2.9598 -1.1828 3.8430
H 1.6859 0.0514 3.9037
H 2.9940 0.1573 2.7559
C 0.3070 -2.5551 2.9108
H 0.8930 -3.1063 3.6526
H -0.1386 -3.3039 2.2578
H -0.5059 -2.0619 3.4253
C 2.5436 -2.3757 1.1176
H 3.1591 -2.9762 1.8036
H 3.2309 -1.7388 0.5393
H 2.0974 -3.0676 0.3852
C 2.1275 -0.2653 -1.9912
C 3.9865 0.5511 -3.3385
C 3.0811 0.7587 -2.3234
C 2.1337 -1.4708 -2.7751
C 3.0627 -1.6309 -3.7791
C 3.9986 -0.6379 -4.0769
H 4.7114 1.3330 -3.5646
H 3.0553 1.6762 -1.7366
H 1.3927 -2.2364 -2.5376
H 3.0634 -2.5613 -4.3497
H 4.7244 -0.7856 -4.8709
C -2.9239 0.3584 2.1316
O -2.5504 -0.3534 1.1958
C -2.8461 1.8534 2.1309
H -3.0965 2.2439 3.1183
H -3.4666 2.2622 1.3216
H -1.8384 2.2666 1.9176
C -3.5880 -0.2755 3.3041
H -3.2206 0.0991 4.2562
H -3.4905 -1.3703 3.2928
H -4.6535 -0.0352 3.2610
Br -0.0614 1.2638 2.8531
```

2S+1: 4
ΔE to the lowest compared entry with this formula, charge and spin in kcal per mole: 11.8
⟨S²⟩: 4.19
E_HOMO (alpha / beta) in eV: -5.9 / -6.5
Gap between HOMO and LUMO (alpha / beta) in eV: 5.67 / 6.91
Total energy in Ha: -5127.136835

Atomic partial charges in e from the Löwdin method, atoms 1 to 4: 0.35 0.79 0.71 -0.14

(5)
Computed, not measured: a molecular structure, C2H6N4O at a distorted geometry, with ωB97M-V/def2-TZVPD.

```
13
Properties=species:S:1:pos:R:3
C 0.3418 -0.9068 -0.7213
C -0.7962 1.1687 -0.1505
H 1.7697 0.9613 0.3680
H 3.2517 0.3170 0.0760
H -0.1383 -1.7028 -1.3828
H -2.6866 0.0095 0.6650
H -1.2610 -1.7123 1.1007
H -1.7796 1.3614 0.6471
N 2.1771 0.1652 0.4618
N 1.6099 -0.7560 -0.4157
N -0.7839 -0.1033 -0.2614
N -1.6585 -1.0057 0.0700
O -0.0461 2.2037 -0.4569
```

ΔE to the lowest compared entry with this formula, charge and spin in kcal per mole: 204.7
E_HOMO in eV: -9.3
Gap between HOMO and LUMO in eV: 8.93
Total energy in Ha: -373.784101

Atomic partial charges in e from the Löwdin method, atoms 1 to 4: -0.14 -0.31 -0.05 0.18

(6)
Computed, not measured: a molecular structure, C29H20Br3FeN4O3S2, with ωB97M-V/def2-TZVPD.

```
62
Properties=species:S:1:pos:R:3
Fe 0.2457 -0.1850 -0.4456
Br -4.8889 -0.8702 -0.2751
C -3.6442 -1.0670 1.1395
C -4.0823 -1.5611 2.3668
C -3.2147 -1.7104 3.4149
Br -3.8757 -2.4029 5.0666
C -1.8512 -1.3605 3.2806
C -0.8788 -1.4663 4.2986
C 0.4067 -1.0748 4.0535
C 0.7398 -0.5778 2.7839
N -0.1345 -0.4868 1.8128
C -1.4164 -0.8601 2.0308
C -2.3116 -0.6975 0.8904
O -1.8818 -0.2578 -0.2120
H -5.1239 -1.8285 2.4840
H -1.1670 -1.8507 5.2679
H 1.1671 -1.1341 4.8209
H 1.7417 -0.2253 2.5686
C 2.8039 -0.6511 -2.2234
N 2.6268 -0.4595 -0.7830
C 3.5088 0.6062 -0.3280
C 2.8966 -1.7076 -0.0679
C 1.8258 -2.7505 -0.3178
C 2.1605 -4.1007 -0.3162
C 1.1718 -5.0602 -0.4971
C -0.1421 -4.6511 -0.6859
C -0.4539 -3.2935 -0.6935
C 0.5120 -2.2982 -0.5096
H 3.8399 -0.9602 -2.4416
H 2.5669 0.2734 -2.7435
H 2.1191 -1.4188 -2.5786
H 4.5648 0.3725 -0.5429
H 3.3930 0.7569 0.7457
H 3.2420 1.5346 -0.8334
H 2.9280 -1.4690 1.0006
H 3.8950 -2.0968 -0.3361
H 3.1950 -4.4078 -0.1780
H 1.4271 -6.1147 -0.4968
H -0.9235 -5.3908 -0.8325
H -1.4902 -3.0012 -0.8479
S 1.5741 4.1050 -1.6916
C 2.3002 4.3083 -0.2069
C 3.3386 5.3096 -0.1080
N 4.1606 6.1157 -0.0624
C 1.9953 3.5816 0.9742
S 0.9063 2.3162 1.1351
C 2.7124 3.9432 2.1722
N 3.2819 4.2015 3.1404
Br -3.6423 3.5129 0.6614
C -3.2777 2.9176 -1.1124
C -4.2951 2.9463 -2.0506
C -4.0210 2.5000 -3.3364
C -2.7561 2.0309 -3.6592
C -1.7567 1.9840 -2.6960
C -2.0160 2.4427 -1.4112
C -0.3968 1.4120 -3.0596
O -0.0463 1.4595 -4.2366
O 0.2762 0.8893 -2.1071
H -5.2788 3.3033 -1.7766
H -4.8051 2.5145 -4.0847
H -2.5182 1.6848 -4.6566
H -1.2326 2.4262 -0.6671
```

2S+1: 6
ΔE to the lowest compared entry with this formula, charge and spin in kcal per mole: 7.3
⟨S²⟩: 8.80
Net charge: -2
E_HOMO (alpha / beta) in eV: -2.4 / -2.4
Gap between HOMO and LUMO (alpha / beta) in eV: 6.16 / 5.65
Total energy in Ha: -11344.112358

Atomic partial charges in e from the Löwdin method, atoms 1 to 4: 0.73 0.72 -0.61 -0.20

(7)
Computed, not measured: 2 unconnected molecules or ions with the total composition C22H54N5O3P2S2 at a distorted geometry, with ωB97M-V/def2-TZVPD.

```
88
Properties=species:S:1:pos:R:3
C 4.3860 -3.9301 4.2285
C 4.7546 -4.5213 2.8611
O 4.0877 -3.8975 1.7690
C 4.7979 -2.8688 1.1382
C 4.7619 -1.5223 1.8858
P 3.2564 -0.5090 1.7001
C 3.8029 1.1877 1.2428
N 3.4157 1.5412 -0.1179
C 2.4690 -0.3121 3.3198
C 1.3257 0.7294 3.3841
C -0.1085 0.1620 3.3568
S -0.8177 0.6245 1.7409
C -1.8924 -0.7284 1.3007
S -1.6921 -1.3703 -0.1810
N -2.8242 -1.0846 2.2657
C -3.6315 -2.2626 1.8768
C -2.8436 -3.5760 1.9093
C -3.7562 0.0770 2.5079
C -3.6691 0.6743 3.9065
C 2.1597 -1.0866 0.3371
O 1.8737 -2.4466 0.3156
C 1.2050 -2.9702 1.4594
C 0.9078 -4.4436 1.1928
H 4.2996 -4.7057 4.9858
H 3.4525 -3.3699 4.1608
H 5.1559 -3.2315 4.5662
H 4.4210 -5.5591 2.8436
H 5.8383 -4.5409 2.7151
H 4.4006 -2.7470 0.1314
H 5.8483 -3.1614 1.0263
H 5.5745 -0.9083 1.4883
H 4.9442 -1.6424 2.9539
H 4.8774 1.2499 1.4560
H 3.3058 1.8690 1.9323
H 3.8955 0.9470 -0.7864
H 3.7243 2.4851 -0.3254
H 3.2737 0.0545 3.9668
H 2.1478 -1.2633 3.7404
H 1.4334 1.5036 2.6240
H 1.4386 1.2287 4.3469
H -0.6700 0.6213 4.1639
H -0.1354 -0.9198 3.4723
H -4.1144 -2.1122 0.9080
H -4.4197 -2.3352 2.6249
H -2.6724 -3.9768 0.9125
H -1.8816 -3.4270 2.3997
H -3.4042 -4.3249 2.4671
H -4.7767 -0.2651 2.3459
H -3.5912 0.8632 1.7730
H -4.2476 0.1103 4.6369
H -4.0961 1.6789 3.8755
H -2.6418 0.7859 4.2386
H 1.2737 -0.4379 0.3047
H 2.7214 -0.8825 -0.5777
H 0.2865 -2.4097 1.6570
H 1.8703 -2.9156 2.3264
H -0.1568 -4.6481 1.1385
H 1.3382 -5.0552 1.9859
H 1.4176 -4.7429 0.2791
O -2.2357 3.9971 -2.2362
P -2.0306 3.4985 -3.6095
N -3.5339 3.6528 -4.3771
C -3.9874 2.8572 -5.5016
C -4.1623 4.9677 -4.2701
N -1.5684 1.8478 -3.3759
C -2.3328 0.7439 -3.9337
C -1.2510 1.5366 -1.9844
N -0.9579 3.7995 -4.8397
C -1.0214 5.1242 -5.4576
C -0.0531 2.8623 -5.4887
H -3.4019 3.0007 -6.4223
H -5.0179 3.1287 -5.7298
H -4.0113 1.7996 -5.2702
H -3.6609 5.7416 -4.8630
H -4.1665 5.2936 -3.2303
H -5.2000 4.9139 -4.5980
H -3.3547 0.6892 -3.5358
H -1.8273 -0.1944 -3.6905
H -2.3704 0.7857 -5.0215
H -2.1489 1.3900 -1.3715
H -0.6565 2.3271 -1.5331
H -0.6544 0.6227 -1.9491
H -1.7738 5.1715 -6.2520
H -0.0586 5.3878 -5.8939
H -1.2577 5.8906 -4.7177
H -0.5527 2.3231 -6.2995
H 0.3612 2.1500 -4.7846
H 0.7867 3.4100 -5.9211
```

Net charge: +1
E_HOMO in eV: -9.8
Gap between HOMO and LUMO in eV: 7.55
Total energy in Ha: -2848.955380

Atomic partial charges in e from the Löwdin method, atoms 1 to 4: -0.06 -0.23 -0.16 -0.24

(8)
Computed, not measured: a single C4H6N2O3 molecule at a distorted geometry, with ωB97M-V/def2-TZVPD.

```
15
Properties=species:S:1:pos:R:3
C 3.2792 -0.0617 0.2433
C 1.9164 0.0192 -0.3743
C -1.0070 0.7808 0.0630
C -2.3846 0.7130 0.2046
H 3.1445 -0.0576 1.2478
H 1.7578 1.0868 -0.5851
H 2.1682 -0.6544 -1.3296
H -0.6490 -1.3673 0.1666
H -0.4079 1.7056 0.1293
H -3.0562 1.5396 0.1630
N -0.2315 -0.4042 -0.0744
N -2.9986 -0.5059 0.0716
O 4.3189 0.0784 -0.3546
O 0.9544 -0.3811 0.6456
O -4.1696 -0.2710 -0.3650
```

ΔE to the lowest compared entry with this formula, charge and spin in kcal per mole: 177.8
E_HOMO in eV: -9.3
Gap between HOMO and LUMO in eV: 8.40
SMILES: O=CCON/C=C\N=O
Total energy in Ha: -491.017636

Atomic partial charges in e from the Löwdin method, atoms 1 to 4: -0.25 -0.15 -0.02 -0.16